Entry 1:
{
  "formula": "C41H51MgN2OS3Si",
  "method": "ωB97M-V with the def2-TZVPD basis set",
  "mol_weight_g_mol": 736.464,
  "e_tot_ha": -3461.70520,
  "charge": 1,
  "homo_ev": -10.72,
  "homo_lumo_gap_ev": 7.37,
  "species": ["H", "C", "H", "C", "H", "C", "H", "C", "H", "C", "S", "C", "H", "S", "C", "H", "H", "H", "C", "C", "H", "N", "C", "C", "O", "C", "H", "C", "C", "C", "C", "H", "C", "H", "Mg", "H", "C", "C", "H", "H", "H", "C", "H", "H", "H", "C", "H", "C", "C", "H", "H", "C", "H", "H", "C", "H", "H", "H", "C", "C", "H", "C", "H", "C", "H", "H", "H", "H", "Si", "H", "H", "C", "H", "C", "H", "S", "C", "C", "C", "C", "C", "C", "C", "H", "H", "H", "H", "H", "N", "C", "H", "H", "H", "C", "H", "H", "H", "C", "H", "H"],
  "positions_angstrom": [[-3.5719, -3.8733, 6.1924], [2.0891, 2.4425, 0.6368], [2.1256, -0.9285, 2.9043], [-3.3077, -3.0241, 4.2458], [1.1029, 3.0553, -2.6249], [-1.2883, -3.7790, -2.5530], [2.8987, -4.2459, -1.9630], [3.8073, 3.4957, -2.6316], [0.4273, -2.4781, -2.6094], [0.9339, 0.4036, -4.2552], [-0.5014, -0.7371, 0.6118], [1.8128, -1.0856, -6.7111], [1.3681, -2.0146, -6.3517], [-1.1020, 2.2689, -0.2408], [0.3150, 4.7744, 4.8849], [-4.3660, -3.0640, 4.0126], [-3.3524, -5.4314, -3.3587], [-1.2657, 4.6337, 6.3252], [-1.4009, -5.2901, -0.6917], [-2.4101, -2.5323, 3.3046], [3.5121, 2.6701, -3.2828], [-2.6747, 2.2689, 1.8954], [-2.8604, -3.4800, 5.4787], [-1.9768, -4.7647, -1.8464], [2.0489, -1.6932, -0.8965], [-1.8960, 1.5844, 1.0399], [4.8339, 3.3432, -2.2960], [-1.9727, 4.2778, 4.3351], [-0.3249, 4.4106, 2.5981], [3.1253, -4.0848, -0.9125], [2.8636, 2.4225, -0.5254], [-2.3739, -2.4115, 1.1523], [0.4479, -3.7935, -0.9152], [-1.1686, -3.7546, 6.7664], [1.3903, 0.1833, -1.0660], [-4.6557, 0.4398, 1.8266], [3.0895, -0.7549, 2.4239], [-0.6045, -2.9773, 4.8467], [-4.0625, -4.4043, -2.1190], [-2.4089, 4.1111, 0.9752], [3.1415, 4.4853, -0.8562], [-3.2634, 1.5648, 3.0210], [-4.2201, -0.3140, 3.3779], [1.8342, -1.1267, -7.8018], [-0.0766, 4.3662, 1.5466], [-2.6613, 3.7363, 1.9627], [4.3251, 1.2584, -1.5952], [2.1297, 1.4053, 1.5576], [1.6124, 2.0087, -6.7567], [3.1165, -5.0240, -0.3623], [4.4628, -0.5180, 0.0637], [-3.8379, 0.2562, 2.5316], [0.7012, 4.0004, -1.1836], [-1.0407, 0.2936, -7.7372], [3.7620, 0.2919, 0.2215], [1.5320, 1.4708, 2.4600], [1.0761, 4.9852, 5.6240], [1.6732, 4.8667, 3.2272], [-0.9993, 4.5719, 5.2784], [-1.5128, -3.4302, 5.7936], [3.7812, 4.4138, -3.2168], [-0.1906, -4.8066, -0.2187], [0.4548, -2.9614, 5.0700], [-0.9634, 0.2764, -6.6486], [1.4195, 4.7976, -2.5822], [-2.9988, 4.1320, 4.6524], [1.5759, 2.0402, -7.8471], [-4.0508, 2.1796, 3.4525], [0.8386, 0.4156, -6.1075], [-2.5107, 1.3731, 3.7941], [3.7958, -0.4464, 3.1973], [-1.8039, 0.0950, 1.2335], [2.6583, 2.0904, -6.4575], [-1.0478, -2.5428, 3.6076], [1.0877, 2.8882, -6.3810], [1.8754, -3.0023, -0.1658], [-2.9196, -1.9781, 1.9875], [1.4261, 3.8828, -1.9898], [-3.3417, -5.2058, -2.2929], [0.6499, 4.7013, 3.5400], [3.6867, 1.3125, -0.7242], [2.9798, 0.3146, 1.3731], [-0.0824, -3.2829, -2.0893], [-3.6649, 4.0680, 2.2311], [4.0880, -3.5896, -0.7984], [-1.4104, -0.6550, -6.2986], [3.4466, -1.6922, 2.0015], [-1.7121, -3.3776, -3.4650], [-2.7899, -0.5214, 1.8903], [-1.6424, 4.1873, 2.9866], [-3.6667, -6.0908, -1.7493], [2.8445, -1.0521, -6.3588], [-1.5616, 1.1008, -6.2590], [1.0328, 0.3603, -3.0396], [0.2326, -5.1955, 0.7007], [1.4786, 3.3093, 0.8491], [-3.9824, -2.2041, 1.8787], [2.8404, 3.6190, -1.4566], [-0.3378, -2.2164, 2.8644], [-1.9159, -6.0685, -0.1422]]
}

---

Entry 2:
{
  "formula": "C2H3Br2N",
  "method": "ωB97M-V with the def2-TZVPD basis set",
  "mol_weight_g_mol": 200.861,
  "multiplicity": 3,
  "e_tot_ha": -5280.64011,
  "charge": 0,
  "de_lowest_kcal_mol": 0.0,
  "homo_ev": [-7.15, -10.21],
  "homo_lumo_gap_ev": [7.91, 6.08],
  "s_squared": 2.0078,
  "species": ["C", "H", "H", "Br", "N", "C", "H", "Br"],
  "positions_angstrom": [[0.6068, 0.4184, 0.5889], [0.6176, -0.0708, 1.5648], [-1.8924, -0.2320, -1.4015], [0.4171, -2.6717, -0.6587], [-1.4486, 0.3030, -0.7393], [-0.5739, -0.0445, 0.0267], [1.3845, -0.0972, 0.0602], [0.8890, 2.3948, 0.5588]]
}

---

Entry 3:
{
  "formula": "C34H29Br3N7O2Yb",
  "method": "ωB97M-V with the def2-TZVPD basis set",
  "mol_weight_g_mol": 980.405,
  "multiplicity": 2,
  "e_tot_ha": -10727.17716,
  "charge": 2,
  "de_lowest_kcal_mol": 37.3,
  "homo_ev": [-13.57, -13.57],
  "homo_lumo_gap_ev": [7.18, 7.17],
  "s_squared": 0.7509,
  "species": ["C", "H", "C", "Yb", "H", "C", "N", "H", "C", "H", "C", "C", "C", "C", "C", "H", "C", "N", "Br", "C", "H", "H", "H", "N", "C", "C", "N", "Br", "C", "C", "H", "H", "H", "O", "C", "H", "C", "H", "C", "H", "H", "C", "C", "H", "C", "N", "C", "H", "C", "C", "Br", "H", "C", "C", "H", "C", "N", "O", "N", "H", "C", "H", "C", "C", "C", "H", "H", "H", "H", "C", "H", "C", "H", "H", "H", "C"],
  "positions_angstrom": [[11.2640, 11.9870, 5.8531], [12.4060, 14.4381, 6.1559], [10.3529, 8.3237, 5.8039], [8.6895, 11.8726, 7.6410], [13.2481, 12.8344, 5.6309], [9.8783, 13.9457, 10.0834], [9.0398, 8.3294, 5.8777], [11.4346, 7.9249, 13.3313], [11.6978, 7.9793, 12.2940], [10.9219, 5.0092, 6.2594], [12.0675, 14.4039, 10.9650], [10.3643, 5.8860, 6.0373], [11.2508, 9.0047, 11.5384], [8.5639, 14.4295, 5.7404], [10.5407, 15.7082, 6.1431], [12.4174, 8.5099, 8.5195], [8.4113, 7.1693, 5.5999], [10.5296, 10.8313, 6.0847], [13.8249, 5.8129, 9.4931], [11.5642, 12.4119, 9.7646], [5.7734, 12.9427, 8.7063], [6.3240, 7.6127, 6.1025], [12.8039, 8.6744, 4.8600], [9.2200, 13.2736, 5.9238], [6.2857, 9.9919, 7.3316], [9.0057, 5.9044, 5.7873], [7.6627, 13.4239, 9.3018], [13.1323, 15.4862, 12.0821], [11.0433, 9.6593, 5.6385], [6.3379, 13.5729, 9.3587], [10.4926, 9.6716, 11.9880], [4.6686, 14.7076, 10.0997], [11.0333, 16.6687, 6.3312], [5.3124, 9.4102, 6.8011], [7.1266, 14.3272, 5.2291], [13.5613, 12.9028, 10.4232], [11.0968, 7.1141, 5.8932], [8.4874, 4.9596, 5.8340], [12.6206, 11.9407, 5.5208], [6.4589, 9.8757, 9.4973], [6.7058, 15.3132, 5.1565], [5.7353, 14.5574, 10.0681], [7.8850, 15.0771, 11.0479], [8.5441, 15.6522, 11.7740], [10.5784, 13.2872, 5.9866], [11.4788, 9.1687, 10.2503], [11.2705, 14.5077, 6.0538], [12.2348, 7.1267, 6.0653], [12.5073, 13.1852, 10.3651], [6.9647, 9.3876, 8.6124], [5.6511, 16.3992, 12.2168], [8.8232, 9.5640, 9.5517], [6.9484, 7.1836, 5.2895], [12.3595, 9.5773, 5.1258], [12.8147, 6.1104, 12.0859], [9.1983, 15.6833, 5.9651], [10.3705, 12.8297, 9.4415], [6.8188, 11.1240, 6.9540], [8.3855, 9.7099, 8.6620], [8.8404, 9.0029, 8.0094], [6.5022, 15.2653, 11.0092], [6.5269, 6.1965, 4.9998], [8.4481, 14.1778, 10.1406], [12.7088, 7.1583, 10.2502], [12.1500, 8.2760, 9.5904], [6.5492, 13.6972, 5.9559], [6.6985, 8.3191, 8.6895], [6.6573, 7.8862, 4.4717], [8.6380, 16.6084, 5.9354], [13.1325, 10.7433, 5.0965], [10.4162, 15.7348, 11.2808], [10.7475, 14.7749, 10.8399], [11.8187, 11.3520, 9.4610], [14.1760, 10.5928, 4.7851], [7.1382, 13.8423, 4.2036], [12.4348, 6.9884, 11.5925]]
}

---

Entry 4:
{
  "formula": "C25H34MnN12P2S",
  "method": "ωB97M-V with the def2-TZVPD basis set",
  "mol_weight_g_mol": 651.584,
  "multiplicity": 6,
  "e_tot_ha": -3861.97114,
  "charge": 0,
  "de_lowest_kcal_mol": 78.0,
  "homo_ev": [-5.19, -7.97],
  "homo_lumo_gap_ev": [3.76, 6.76],
  "s_squared": 8.8497,
  "species": ["C", "H", "P", "C", "C", "N", "H", "C", "C", "H", "N", "H", "H", "C", "C", "H", "H", "H", "C", "C", "H", "H", "C", "C", "H", "S", "H", "N", "N", "N", "H", "H", "N", "H", "C", "H", "H", "Mn", "H", "C", "C", "H", "C", "C", "C", "H", "H", "C", "C", "H", "H", "C", "C", "H", "H", "N", "H", "C", "N", "H", "N", "H", "C", "C", "P", "C", "H", "H", "N", "H", "N", "N", "H", "H", "H"],
  "positions_angstrom": [[-3.5276, 0.1896, 2.7082], [-3.1292, 4.8688, -1.8738], [-1.4167, 0.9634, 1.0579], [-1.9932, 3.9006, -4.9220], [-2.0059, 3.0937, -2.2511], [4.7174, -2.3999, 1.0175], [-4.5716, -0.0951, 2.8328], [-3.5119, -0.6427, 0.3459], [-0.5527, -1.9673, -2.3831], [2.3915, -2.4005, -2.2573], [-0.3681, -1.0330, 2.9819], [3.6818, 0.4031, 2.5108], [-1.8565, 3.2600, 1.6685], [-1.3973, 2.2698, -3.2554], [-0.5126, -2.0186, 3.9072], [-2.8111, -1.4567, 0.5810], [1.7495, 1.6084, -0.8459], [6.5952, -2.8382, 0.2537], [-1.3927, 2.7038, -4.5819], [-2.6361, 4.2796, -2.6322], [-0.5215, -1.4913, -3.3616], [-0.1407, 2.8152, 1.8778], [-3.2586, 0.5647, 1.2522], [-1.1719, 2.4910, 2.0229], [-1.9814, 4.2304, -5.9495], [2.2979, -2.1393, 1.9675], [-2.9120, -0.6539, 3.0170], [-1.9716, 2.7088, -0.9561], [-0.6439, -2.8576, 1.2140], [-0.8262, 1.0948, -2.9097], [3.6678, -1.4914, -1.4481], [-3.3242, 1.0269, 3.3713], [-0.1616, 0.0799, 3.6936], [-3.3835, -0.3743, -0.7032], [-0.8099, 0.7507, -1.6331], [-1.3158, 2.2739, 3.0803], [7.5194, -0.5906, 0.8592], [-0.1510, -0.9794, 1.1442], [-1.5686, -2.2674, -2.1304], [-4.1692, 1.7211, 0.8487], [6.4990, -0.8530, 1.0869], [1.9903, 0.3530, 0.3860], [-0.8363, -3.7044, 2.2666], [2.5984, -1.7005, -1.4525], [1.9729, 0.0795, -3.0772], [1.3116, 0.9139, -3.2933], [-5.2061, 1.3969, 0.9210], [-1.3907, 1.5604, -0.6541], [5.6539, 0.0588, 1.7485], [-4.0380, 2.5800, 1.5021], [-3.9848, 2.0343, -0.1752], [1.8055, -0.4092, -1.6440], [4.3432, -0.2862, 2.0103], [3.0026, 0.4029, -3.2274], [-3.1040, 5.6000, -4.2400], [-0.7809, -3.3096, 3.5707], [-0.9129, 2.0864, -5.3256], [6.0087, -2.0783, 0.7456], [-1.0663, -4.8232, 0.5029], [1.7593, -0.7180, -3.7848], [-0.1758, -0.2160, 4.9371], [0.0724, -2.8564, -2.3449], [3.8505, -1.5409, 1.6448], [2.2545, 0.6622, -0.6430], [0.0312, -0.7820, -1.1338], [-2.6231, 4.6766, -3.9560], [3.3319, 0.8215, -0.6855], [-0.8730, -4.0019, 4.2956], [-0.7999, -3.6298, 0.1331], [6.0398, 1.0136, 2.0703], [-1.1031, -4.9216, 1.8201], [-0.3996, -1.5039, 5.1230], [2.3197, -2.1742, -0.5113], [-4.5254, -1.0153, 0.4798], [4.3507, -3.3161, 0.7873]]
}

---

Entry 5:
{
  "formula": "C42H44BrN8O7Sr",
  "method": "ωB97M-V with the def2-TZVPD basis set",
  "mol_weight_g_mol": 940.387,
  "e_tot_ha": -5196.63188,
  "charge": -1,
  "de_lowest_kcal_mol": 6.3,
  "homo_ev": -4.98,
  "homo_lumo_gap_ev": 7.12,
  "species": ["H", "H", "C", "C", "C", "H", "H", "O", "C", "C", "C", "C", "C", "H", "C", "H", "H", "H", "C", "O", "H", "O", "C", "H", "C", "C", "H", "N", "C", "C", "C", "H", "C", "N", "C", "O", "H", "H", "C", "C", "H", "C", "H", "O", "C", "H", "N", "H", "H", "H", "C", "H", "C", "C", "H", "H", "N", "C", "N", "C", "H", "H", "H", "H", "C", "N", "C", "H", "C", "H", "H", "O", "H", "N", "H", "H", "C", "Br", "C", "H", "H", "H", "C", "O", "H", "N", "H", "C", "H", "H", "C", "H", "C", "H", "C", "C", "H", "C", "H", "C", "C", "Sr", "C"],
  "positions_angstrom": [[1.3775, 3.7833, -1.2079], [-0.1943, 1.6136, -4.3814], [-2.9566, 1.5030, 7.1863], [0.2926, 4.6617, 4.4680], [-1.7897, 2.6504, 5.2025], [-4.8872, 0.9466, 8.0218], [-3.3403, -1.9785, -3.2255], [0.2054, -0.7015, -3.2438], [-3.1387, -2.2576, -0.7534], [-4.8997, 1.2766, -4.5456], [-3.3749, -0.5479, -4.8047], [-5.3007, 0.7653, -3.3190], [1.8934, -5.2960, -5.6191], [0.9206, -4.1594, -7.1686], [1.0300, -4.3298, -6.1059], [-1.9083, 3.5929, 5.7200], [2.4761, -5.8941, -6.3077], [2.2884, -5.5559, -1.6348], [-2.1081, 0.3071, 5.1254], [-1.4824, 0.0910, -2.0106], [-2.1435, 2.2899, -2.5623], [2.0938, 1.3869, -0.8103], [1.4302, -4.9250, -1.8611], [-3.5277, 2.8503, 8.7689], [-0.1619, 1.6540, -3.2907], [-0.4971, 0.2189, -2.8285], [-2.4589, -0.6329, 5.5331], [2.7753, -3.0012, -1.2569], [0.0219, 4.0545, 2.0931], [0.2959, -3.5615, -5.2085], [-3.0347, 2.9033, 7.7953], [-2.6195, 4.5793, 2.5961], [-2.2687, -1.2080, -5.4929], [-2.8779, -3.5201, -0.4762], [-3.8006, -1.0731, -3.5904], [-0.4352, 1.3567, 2.0825], [-2.0413, 3.3308, 7.9445], [-4.9685, 1.5928, 6.3721], [2.5066, -1.8519, -0.6869], [-5.1387, -0.9057, -1.4513], [-6.0395, 1.2973, -2.7294], [2.2800, 1.4744, -2.0790], [0.0306, 5.5194, -2.3599], [-0.5332, 3.0127, -1.4630], [-0.6369, -2.5368, -5.6705], [-3.6108, 3.5830, 7.1641], [-0.6487, -1.8317, -6.7508], [3.2164, -1.0422, -0.6278], [-0.1011, -3.0916, -3.1672], [-4.3922, -0.0513, 6.6489], [-4.0971, -4.1071, -0.5988], [-1.0245, 3.8333, -4.5820], [0.7164, 3.4947, -2.0191], [0.2377, 4.6185, -2.9377], [-2.6602, 0.5842, 9.1363], [-5.3334, 2.1985, -4.9108], [-4.4399, -2.1032, -1.0335], [-2.2723, 1.5040, 5.8200], [1.6037, -3.6714, -1.1592], [-1.1465, 2.6824, -2.7333], [-2.4314, 5.1157, 4.2680], [1.1710, 4.0212, 4.5671], [-4.2671, -5.1584, -0.4342], [0.9729, 4.8602, -3.7044], [1.2174, 2.2998, -2.8542], [1.2258, -1.7490, -0.2260], [-1.1616, 2.6824, 3.9564], [-3.5712, 1.0367, -6.2302], [-4.7486, -0.4149, -2.8314], [0.3399, 5.0791, 1.8745], [-1.5941, 5.9750, 2.9681], [-1.6484, -2.2103, -4.8395], [-1.1562, 0.9780, 8.2821], [-1.7310, -0.9682, -6.6400], [-0.3316, -3.2300, -0.3844], [-6.2002, -1.1411, -1.3971], [-2.1747, 0.6059, 8.1563], [-1.3095, -1.3366, 2.9539], [-1.9098, 4.9881, 3.3182], [-2.4310, -1.4459, -0.8506], [0.9007, 3.4126, 2.0967], [0.6237, 5.6474, 4.1298], [-4.3874, 0.9635, 7.0489], [3.2366, 1.0389, -2.7061], [0.5328, -5.4013, -1.4618], [-5.0708, -3.2959, -0.9483], [2.7153, -6.2403, -3.8752], [0.6876, -2.9072, -0.5557], [-1.9305, 4.6316, -3.2932], [1.7242, 2.6454, -3.7537], [2.0246, -5.4934, -4.2495], [-2.1130, -0.4185, 7.7870], [-0.9927, 1.4670, 3.2406], [-4.9329, -0.1153, -0.7267], [-3.9260, 0.6301, -5.2927], [-1.0658, 4.0036, -3.5059], [-0.1535, 4.7777, 5.4564], [0.4323, -3.7527, -3.8392], [-0.6326, 3.7257, 1.2871], [-0.6918, 4.0589, 3.4506], [-1.4947, 0.3132, 3.8970], [-0.0504, 0.6455, -0.1137], [1.2954, -4.7230, -3.3546]]
}

---

Entry 6:
{
  "formula": "C2H4N3",
  "method": "ωB97M-V with the def2-TZVPD basis set",
  "mol_weight_g_mol": 70.075,
  "smiles": "C/C=N\\[N+]#N",
  "e_tot_ha": -242.47536,
  "charge": 1,
  "de_lowest_kcal_mol": 77.8,
  "homo_ev": -17.59,
  "homo_lumo_gap_ev": 10.80,
  "species": ["C", "H", "H", "C", "N", "N", "H", "H", "N"],
  "positions_angstrom": [[-0.2036, -0.8724, -0.0515], [-0.3153, 1.1840, -0.7392], [-1.9921, 0.4652, -0.2843], [-0.8415, 0.4252, -0.0759], [2.2625, 1.0328, 0.0163], [1.0941, -0.9990, -0.0796], [-0.8969, 0.5982, 0.9683], [-0.8424, -1.8929, 0.2416], [1.7351, 0.0588, 0.0042]]
}